A cluster of 13 separate species, C45H115NO13 in total. Source: OMol25; level of theory: wB97M-V/def2-TZVPD.

```
174
C45H115NO13 wB97M-V/def2-TZVPD
C -1.045 -6.036 -9.878
C -2.213 -5.804 -8.867
C -2.517 -7.008 -7.992
O -2.038 -4.716 -7.995
H -0.981 -5.319 -10.697
H -1.167 -6.920 -10.504
H -0.074 -6.082 -9.387
H -3.175 -5.532 -9.301
H -2.709 -6.821 -6.936
H -1.661 -7.683 -7.971
H -3.418 -7.501 -8.358
H -2.896 -4.537 -7.603
C -12.571 2.803 0.775
C -11.259 3.038 1.529
C -11.276 2.561 2.946
O -10.177 2.416 0.797
H -12.774 1.751 0.571
H -12.629 3.447 -0.102
H -13.400 3.203 1.359
H -11.042 4.103 1.612
H -11.422 1.483 3.017
H -12.211 2.925 3.371
H -10.382 2.794 3.526
H -9.443 2.232 1.388
C 4.394 2.252 9.245
C 4.396 1.980 10.752
C 4.277 0.461 11.126
O 5.530 2.550 11.384
H 4.649 3.268 8.946
H 3.402 2.026 8.855
H 5.155 1.769 8.631
H 3.528 2.482 11.177
H 3.564 0.032 10.422
H 4.003 0.290 12.167
H 5.183 -0.067 10.828
H 5.731 2.123 12.220
C -4.253 0.174 7.377
C -4.359 0.968 8.644
C -5.732 0.817 9.208
O -3.290 0.434 9.452
H -4.645 -0.833 7.526
H -3.217 0.311 7.069
H -4.829 0.732 6.639
H -4.069 1.996 8.425
H -6.433 1.197 8.464
H -5.909 1.323 10.157
H -5.934 -0.191 9.569
H -3.269 -0.503 9.247
C -9.182 -0.345 -6.688
C -8.495 -1.528 -5.972
C -8.728 -2.745 -6.798
O -7.123 -1.252 -6.072
H -10.186 -0.667 -6.965
H -8.623 -0.150 -7.602
H -9.264 0.572 -6.105
H -8.752 -1.624 -4.917
H -8.064 -2.884 -7.650
H -9.707 -2.836 -7.268
H -8.677 -3.589 -6.110
H -6.881 -0.539 -5.478
C -0.416 -11.547 -0.026
C -0.093 -12.907 -0.628
C -0.166 -12.921 -2.131
O 1.168 -13.177 -0.145
H -0.612 -11.468 1.043
H -1.366 -11.354 -0.525
H 0.199 -10.699 -0.327
H -0.833 -13.572 -0.182
H 0.362 -13.726 -2.642
H 0.323 -12.017 -2.494
H -1.231 -12.861 -2.352
H 1.369 -14.046 -0.500
C -5.616 8.207 4.119
C -6.554 9.263 4.852
C -5.688 10.323 5.527
O -7.116 9.877 3.678
H -5.277 8.413 3.103
H -6.159 7.286 3.907
H -4.635 7.912 4.490
H -7.377 8.890 5.462
H -5.136 10.858 4.755
H -4.985 9.948 6.271
H -6.362 11.137 5.793
H -6.404 9.978 3.041
C 5.609 7.904 -3.158
C 4.536 6.803 -3.044
C 3.047 7.267 -3.126
O 4.833 5.760 -3.930
H 6.008 8.005 -4.167
H 6.445 7.756 -2.475
H 5.034 8.819 -3.015
H 4.658 6.363 -2.054
H 2.480 6.352 -3.296
H 2.953 7.862 -4.035
H 2.740 7.890 -2.286
H 4.582 6.114 -4.786
C 11.682 0.597 1.548
C 10.968 1.405 0.474
C 10.399 2.777 0.904
O 11.709 1.532 -0.729
H 12.014 -0.311 1.044
H 11.192 0.226 2.448
H 12.545 1.121 1.959
H 10.146 0.786 0.114
H 11.048 3.651 0.856
H 10.017 2.771 1.925
H 9.554 2.867 0.221
H 11.181 1.332 -1.506
C -3.169 11.252 -1.722
C -4.304 11.501 -2.640
C -4.256 10.928 -4.091
O -5.406 10.880 -2.103
H -3.145 10.170 -1.598
H -3.284 11.836 -0.808
H -2.228 11.564 -2.174
H -4.458 12.579 -2.610
H -4.101 9.850 -4.119
H -3.387 11.376 -4.575
H -5.137 11.126 -4.702
H -6.130 11.295 -2.578
C 7.217 -10.074 2.866
C 8.254 -10.037 1.729
C 8.973 -11.342 1.544
O 7.423 -9.713 0.661
H 6.453 -10.818 2.640
H 6.758 -9.088 2.936
H 7.642 -10.317 3.839
H 8.863 -9.165 1.968
H 9.578 -11.496 2.437
H 9.598 -11.222 0.659
H 8.206 -12.103 1.401
H 7.108 -10.549 0.310
C 8.828 -1.177 -7.075
C 7.639 -0.203 -6.997
C 6.204 -0.813 -6.896
O 7.935 0.432 -5.785
H 9.869 -0.855 -7.062
H 8.951 -1.556 -8.090
H 8.731 -2.059 -6.442
H 7.692 0.597 -7.735
H 5.621 -0.570 -6.008
H 6.303 -1.863 -6.620
H 5.603 -0.784 -7.805
H 7.356 1.182 -5.632
C -0.826 1.190 0.568
C 0.146 0.008 0.237
C 1.609 0.426 0.595
C 2.590 -0.666 0.528
C 2.089 -1.897 1.356
C 0.678 -2.414 0.832
N -0.245 -1.220 0.912
O -1.563 -1.567 0.869
C 0.842 -3.124 -0.546
C 0.214 -3.470 1.904
C -0.023 -0.118 -1.314
H -0.563 1.609 1.539
H -1.842 0.813 0.685
H -0.641 2.005 -0.132
H 1.924 1.242 -0.055
H 1.654 0.892 1.579
H 3.605 -0.299 0.676
H 2.551 -0.983 -0.514
H 2.033 -1.479 2.361
H 2.695 -2.798 1.449
H -0.126 -3.258 -1.029
H 1.399 -2.423 -1.167
H 1.364 -4.080 -0.502
H 0.786 -4.394 1.997
H 0.060 -2.985 2.868
H -0.745 -3.923 1.654
H 0.867 0.123 -1.896
H -0.755 0.440 -1.898
H -0.353 -1.092 -1.674
H -1.712 -1.564 1.817
```

Frontier orbital gap in eV: 8.60
LUMO level in eV: 0.5
Energy in eV: -76628.1801


A structure of composition C45H24Cl4F3N4Rh. Source: OMol25; level of theory: wB97M-V/def2-TZVPD.

```
81
C45H24Cl4F3N4Rh wB97M-V/def2-TZVPD
Rh -0.150 0.236 0.301
Cl -2.722 -7.759 4.480
C -2.344 -6.210 3.798
C -1.242 -6.075 2.969
C -0.934 -4.829 2.448
C -1.729 -3.719 2.730
C -2.844 -3.882 3.548
C -3.146 -5.120 4.093
C -1.372 -2.410 2.121
C -2.251 -1.815 1.222
C -3.596 -2.261 0.945
C -4.103 -1.426 0.014
C -3.069 -0.479 -0.314
C -3.174 0.504 -1.286
C -4.384 0.520 -2.160
C -5.549 1.191 -1.810
C -6.623 1.247 -2.687
C -6.538 0.600 -3.908
Cl -7.868 0.675 -5.020
C -5.395 -0.099 -4.263
C -4.318 -0.125 -3.392
C -2.177 1.431 -1.590
N -0.908 1.462 -1.082
C -0.273 2.503 -1.701
C 1.078 2.841 -1.564
C 1.638 3.835 -2.514
C 1.496 3.647 -3.889
C 2.044 4.543 -4.792
C 2.732 5.648 -4.319
Cl 3.415 6.771 -5.450
C 2.878 5.865 -2.959
C 2.339 4.954 -2.065
C 1.941 2.250 -0.640
C 3.364 2.470 -0.591
C 3.855 1.673 0.382
C 2.741 0.957 0.950
N 1.592 1.323 0.301
C 2.839 -0.001 1.958
C 1.768 -0.784 2.402
C 1.820 -1.641 3.547
C 0.652 -2.330 3.574
C -0.118 -1.884 2.453
N 0.557 -0.905 1.781
C 4.183 -0.303 2.512
C 5.001 0.695 3.040
C 6.306 0.424 3.418
C 6.804 -0.861 3.270
Cl 8.459 -1.191 3.665
C 5.997 -1.879 2.790
C 4.692 -1.599 2.418
C -1.189 3.187 -2.567
C -2.362 2.512 -2.511
N -1.965 -0.725 0.451
H -0.633 -6.938 2.738
H -0.075 -4.714 1.799
H -3.458 -3.024 3.789
H -3.996 -5.241 4.750
H -4.085 -3.094 1.418
H -5.089 -1.431 -0.422
H -5.612 1.685 -0.848
H -7.517 1.800 -2.436
H -5.344 -0.604 -5.218
H -3.413 -0.650 -3.671
H 0.980 2.767 -4.249
H 1.952 4.382 -5.857
H 3.411 6.736 -2.603
H 2.436 5.121 -1.000
H 3.912 3.128 -1.242
H 4.885 1.549 0.666
H 2.633 -1.702 4.251
H 0.332 -3.065 4.293
H 4.600 1.691 3.175
H 6.942 1.206 3.809
H 6.395 -2.879 2.687
H 4.068 -2.380 2.005
H -0.983 4.077 -3.135
H -3.274 2.735 -3.038
F 1.518 -1.876 -0.795
C 0.629 -0.983 -1.263
F 1.264 -0.268 -2.205
F -0.326 -1.681 -1.900
```

Frontier orbital gap in eV: 5.89
LUMO level in eV: -1.4
Energy in eV: -114268.6523


A structure of composition C45H25F15GeMgN6O3S3. Source: OMol25; level of theory: wB97M-V/def2-TZVPD.

```
99
C45H25F15GeMgN6O3S3 wB97M-V/def2-TZVPD
Mg 2.800 1.798 1.521
N 6.751 -0.397 0.192
C 5.488 0.170 0.437
S 5.446 1.871 0.377
N 4.572 -0.718 0.518
N 3.334 -0.255 0.926
C 2.330 -1.023 0.724
C 2.458 -2.431 0.064
C 2.979 -3.504 0.743
C 3.023 -4.809 0.184
C 2.469 -5.056 -1.080
C 1.875 -3.997 -1.699
C 1.833 -2.693 -1.182
C 1.014 -0.512 1.128
C -0.166 -1.248 0.912
C -1.385 -0.701 1.190
C -1.377 0.522 1.921
C -0.182 1.095 2.215
N 0.985 0.686 1.756
H 7.587 0.183 0.316
H 6.882 -1.433 0.456
H 3.226 -3.341 1.758
H 3.556 -5.516 0.781
H 2.529 -6.121 -1.449
H 1.312 -4.127 -2.614
H 1.324 -1.843 -1.639
H -0.064 -2.223 0.473
H -2.335 -1.248 0.789
H -2.255 1.160 2.221
H -0.097 2.067 2.738
C 0.840 3.339 -2.379
C 1.485 3.175 -1.062
N 2.258 2.149 -0.760
O 2.754 1.500 -1.813
C 1.130 3.994 0.199
C 0.165 5.088 -0.022
N 1.475 3.545 1.365
O 1.008 4.213 2.413
H 1.168 2.657 -3.120
H 0.985 4.359 -2.760
H -0.256 3.227 -2.225
H 3.615 1.184 -1.392
H -0.787 4.819 0.515
H -0.209 5.286 -1.014
H 0.576 6.089 0.417
C 1.618 4.417 10.198
C 2.474 5.539 10.554
O 2.501 6.007 11.681
S 3.506 6.238 9.307
C 3.340 5.047 8.010
C 4.095 3.856 8.039
C 4.064 2.953 6.996
C 3.315 3.172 5.811
C 2.497 4.296 5.804
C 2.532 5.190 6.886
C 3.465 2.420 4.595
C 3.477 1.882 3.511
H 1.171 3.994 11.072
H 2.074 3.589 9.612
H 0.803 4.783 9.570
H 4.798 3.704 8.822
H 4.502 1.937 7.091
H 2.054 4.632 4.891
H 1.920 6.048 6.696
F -5.186 -1.933 -2.252
C -4.650 -3.162 -2.207
C -3.681 -3.654 -3.017
C -3.296 -4.975 -2.771
F -2.449 -5.515 -3.653
C -3.778 -5.704 -1.697
F -3.342 -6.964 -1.485
C -4.595 -5.158 -0.771
F -4.903 -5.833 0.352
C -5.077 -3.894 -1.035
F -5.755 -3.282 -0.086
Ge -2.557 -2.504 -4.218
S -0.519 -2.670 -3.727
C -3.257 -0.636 -4.270
C -3.605 0.010 -5.467
F -3.370 -0.654 -6.586
C -4.191 1.253 -5.489
F -4.511 1.783 -6.668
C -4.395 1.927 -4.225
F -4.993 3.087 -4.189
C -3.923 1.372 -3.027
F -4.147 2.013 -1.853
C -3.332 0.145 -3.120
F -2.860 -0.266 -1.963
C -3.253 -3.292 -5.919
C -2.484 -4.008 -6.881
F -1.169 -3.874 -6.761
C -3.105 -4.722 -7.902
F -2.400 -5.543 -8.678
C -4.524 -4.699 -8.018
F -5.133 -5.453 -8.925
C -5.255 -4.002 -7.106
F -6.592 -3.838 -7.212
C -4.602 -3.377 -6.069
F -5.435 -2.663 -5.292
```

Frontier orbital gap in eV: 6.35
LUMO level in eV: 3.3
Net charge: -2
Energy in eV: -197379.4798


A structure of composition C45H26N9Pd. Source: OMol25; level of theory: wB97M-V/def2-TZVPD.

```
81
C45H26N9Pd wB97M-V/def2-TZVPD
Pd 0.277 0.370 -1.330
C -3.589 5.657 -1.715
C -4.340 4.866 -2.592
C -3.939 3.579 -2.920
C -2.766 3.109 -2.351
C -2.066 1.826 -2.450
N -0.944 1.891 -1.679
C -0.871 3.086 -1.064
N 0.037 3.524 -0.213
C 1.023 2.771 0.231
C 1.974 3.229 1.246
C 2.083 4.421 1.944
C 3.106 4.526 2.875
C 3.991 3.467 3.100
C 3.877 2.275 2.400
C 2.854 2.174 1.471
C 2.428 1.085 0.590
N 3.028 -0.082 0.542
C 2.614 -1.084 -0.219
N 1.545 -1.119 -1.043
C 1.455 -2.349 -1.635
N 0.548 -2.773 -2.481
C -0.471 -2.042 -2.902
N -0.768 -0.752 -2.581
C -1.892 -0.360 -3.223
N -2.500 0.822 -3.165
C -2.373 -1.467 -4.030
C -3.469 -1.604 -4.875
C -3.644 -2.819 -5.511
C -2.749 -3.881 -5.308
C -1.661 -3.749 -4.464
C -1.481 -2.525 -3.827
C 2.565 -3.165 -1.163
C 2.930 -4.481 -1.416
C 4.039 -4.979 -0.754
C 4.766 -4.183 0.143
C 4.400 -2.872 0.394
C 3.289 -2.373 -0.272
N 1.351 1.508 -0.122
C -2.018 3.897 -1.479
C -2.417 5.181 -1.146
H -3.935 6.654 -1.475
H -5.253 5.267 -3.014
H -4.517 2.955 -3.588
H 1.383 5.227 1.769
H 3.220 5.440 3.447
H 4.775 3.581 3.839
H 4.550 1.445 2.575
H -4.156 -0.781 -5.022
H -4.487 -2.960 -6.177
H -2.918 -4.820 -5.822
H -0.968 -4.563 -4.299
H 2.354 -5.089 -2.101
H 4.351 -6.002 -0.923
H 5.625 -4.607 0.649
H 4.947 -2.252 1.092
H -1.833 5.779 -0.458
N -1.085 0.661 0.946
C -0.882 -0.037 1.964
C -0.527 -1.508 1.816
C 0.603 -2.076 2.397
C 0.989 -3.378 2.088
C 0.237 -4.140 1.208
C -0.901 -3.587 0.626
C -1.270 -2.285 0.924
C -0.905 0.512 3.380
C -0.773 1.889 3.562
C -0.812 2.452 4.826
C -0.995 1.647 5.948
C -1.133 0.278 5.783
C -1.084 -0.283 4.511
H 1.202 -1.486 3.083
H 1.892 -3.792 2.524
H 0.547 -5.149 0.960
H -1.491 -4.166 -0.075
H -2.122 -1.817 0.443
H -0.654 2.492 2.668
H -0.699 3.524 4.944
H -1.027 2.085 6.939
H -1.281 -0.360 6.647
H -1.191 -1.355 4.391
```

Frontier orbital gap (alpha / beta) in eV: 4.03 / 4.03
LUMO level (alpha / beta) in eV: 1.1 / 1.1
Net charge: -1
Energy in eV: -63982.3646